(1)
# CH8O2S2

A 3-piece molecular cluster, CH8O2S2 overall (wB97M-V/def2-TZVPD, the Open Molecules 2025 dataset).

## Properties
LUMO energy: 0.001 eV
HOMO: -8.72 eV
Total energy: -26931.6586 eV
Structure (SMILES): CSS.O.O
HOMO-LUMO gap: 8.72 eV
Energy above the lowest of the compared OMol25 structures with the same formula, charge and spin: 19.7 kcal/mol

```
13
Properties=species:S:1:pos:R:3:forces:R:3:nbo_charge:R:1
C -0.997642 -0.617579 1.555255 0.98 -0.07 1.16 -0.77
S -0.994178 1.046804 0.897848 -0.28 0.09 -1.34 0.09
S -1.381250 0.748949 -1.211664 0.03 0.04 1.10 -0.16
H -0.142425 -0.588284 2.243895 -0.11 -0.11 -0.01 0.24
H -0.762650 -1.451012 0.900803 -0.32 0.21 -0.43 0.24
H -1.860769 -0.793581 2.189304 -0.32 -0.16 -0.40 0.23
H -0.700143 1.856345 -1.523757 0.11 -0.01 -0.11 0.14
O 2.027496 -3.134090 -0.601880 -0.61 0.38 -0.22 -0.92
H 1.360766 -3.730993 -0.941989 0.11 -0.91 -0.05 0.46
H 1.528118 -2.324861 -0.760888 0.48 0.56 0.27 0.46
O 2.893836 0.785669 0.048150 0.58 -0.33 -0.12 -0.94
H 3.148880 0.275253 -0.735916 -0.25 0.28 0.31 0.47
H 1.996160 1.084918 -0.082480 -0.40 0.02 -0.15 0.47
```
Forces are in eV/Å.

---

(2)
# C15H20N2O5S

C15H20N2O5S as an isolated structure (wB97M-V/def2-TZVPD, the Open Molecules 2025 dataset).

## Properties
LUMO energy: -0.286 eV
HOMO: -9.12 eV
Total energy: -39915.5517 eV
HOMO-LUMO gap: 8.83 eV
Energy above the lowest of the compared OMol25 structures with the same formula, charge and spin: 439.1 kcal/mol

```
43
Properties=species:S:1:pos:R:3:forces:R:3:nbo_charge:R:1
O 4.423844 0.396177 -1.881160 2.86 3.26 -10.26 -0.57
C 4.232016 -0.022034 -0.867518 -3.61 -3.75 7.42 0.69
N 3.865964 0.855751 0.141915 0.46 -6.86 2.44 -0.64
C 3.574546 2.142014 0.034829 0.54 4.96 -1.41 -0.07
C 2.314493 2.616736 0.504147 -3.28 4.80 1.60 -0.42
C 3.578890 2.935228 1.338785 -3.30 4.06 -11.25 -0.40
H 4.000148 3.868227 1.362907 0.63 2.51 -0.70 0.20
H 3.820957 2.552118 2.103425 2.41 -6.34 10.28 0.18
H 1.766225 3.634407 0.035004 1.64 -3.08 1.05 0.22
H 1.630589 2.099680 1.157629 -0.31 -0.81 -0.53 0.22
H 3.835670 2.737771 -0.866709 0.56 -1.10 0.63 0.24
H 3.374903 0.426316 0.949289 0.89 0.10 -0.78 0.40
C 4.136798 -1.689536 -0.624436 2.60 9.01 11.20 -0.16
O 3.250404 -1.778014 0.566070 -2.73 -0.85 -3.35 -0.51
C 1.879510 -1.769639 0.187416 4.44 -4.39 16.56 0.39
C 1.239300 -1.322978 -0.739681 4.03 3.26 -10.76 -0.42
C -0.031947 -1.355238 -0.902654 -10.72 3.59 -2.28 -0.05
C -0.894331 -1.600141 0.201342 -0.13 1.89 -6.91 -0.37
C -0.189999 -1.906367 1.230466 -6.76 -2.99 10.69 -0.14
C 1.047744 -2.072330 1.510557 2.44 3.49 -11.05 -0.22
H 1.502398 -2.487439 2.201606 3.83 -3.47 6.95 0.20
H -1.062844 -2.190061 2.266325 2.69 0.85 -2.79 0.20
S -2.630652 -1.230541 0.033740 -2.52 -7.45 -1.94 2.10
O -3.309184 -1.663836 1.393114 2.27 1.84 -5.27 -0.86
O -3.093625 -1.788567 -1.470407 1.80 1.55 6.49 -0.88
N -2.612337 0.347992 -0.269392 -2.51 -3.27 -2.04 -0.64
C -3.909863 0.601009 -0.890140 -0.80 8.03 5.70 -0.25
H -4.034362 0.351467 -1.819201 -0.68 -2.46 -4.77 0.23
C -3.833585 2.233141 -1.105911 3.18 -1.45 -0.64 -0.07
H -4.644351 2.642773 -1.551938 -2.78 0.72 -1.51 0.19
O -3.455788 3.127115 -0.106506 -0.77 -1.54 2.43 -0.51
C -2.329587 2.528305 0.447248 3.51 2.23 3.92 -0.08
H -2.136583 3.208824 1.485801 -0.15 -1.92 -2.79 0.19
C -2.436989 0.945689 0.925162 0.86 7.87 2.25 -0.29
H -1.508886 0.638685 1.368459 0.53 0.12 0.30 0.23
H -3.173319 1.134238 1.724857 -0.57 -1.51 -0.55 0.23
H -1.406852 2.690359 -0.268097 -1.55 -0.51 1.18 0.17
H -2.942513 2.409874 -1.682193 0.13 -0.78 -2.01 0.16
H -4.796412 0.695377 -0.197488 0.80 -1.77 -0.48 0.22
H -0.657953 -0.713737 -1.761348 2.26 -2.27 1.63 0.25
H 1.996234 -1.077054 -1.548026 -1.60 0.41 -0.06 0.23
H 4.973806 -1.681655 0.101610 1.10 -1.65 -2.12 0.25
H 3.835144 -2.133131 -1.391200 -1.67 -4.29 -6.49 0.19
```
Forces are in eV/Å.

---

(3)
# C3H7OS

A 2-piece molecular cluster, C3H7OS overall (wB97M-V/def2-TZVPD, the Open Molecules 2025 dataset).

## Properties
LUMO energy: 3.815 eV
HOMO: -2.26 eV
Total energy: -16105.2883 eV
HOMO-LUMO gap: 6.08 eV
Net charge: -1
Energy above the lowest of the compared OMol25 structures with the same formula, charge and spin: 68.9 kcal/mol

```
12
Properties=species:S:1:pos:R:3:forces:R:3:nbo_charge:R:1
C 1.355624 -1.253844 -0.962442 -1.04 -1.79 0.79 0.20
O 1.377001 -2.443847 -0.593453 0.67 0.38 -0.01 -0.71
C 0.336738 0.198755 0.519309 -0.43 -0.43 -0.69 -0.70
C -1.039242 0.167363 0.121023 0.05 0.58 0.42 -0.35
S -2.055041 1.999514 0.456041 0.15 0.20 0.08 -0.46
H 0.607403 -1.070926 -1.746356 0.12 1.03 -0.11 0.09
H 2.193470 -0.577169 -0.814818 0.32 0.14 -0.25 0.10
H 0.408205 0.075902 1.599805 0.52 0.06 -0.07 0.17
H 1.001300 0.925604 0.070313 -0.06 0.26 0.07 0.17
H -1.634625 -0.373360 0.830342 -0.25 -0.57 0.06 0.19
H -1.357138 -0.071441 -0.902886 0.27 0.48 0.18 0.18
H -1.193696 2.423454 1.423127 -0.33 -0.33 -0.48 0.11
```
Forces are in eV/Å.

---

(4)
# C4H9NO2

One molecule with the formula C4H9NO2 (wB97M-V/def2-TZVPD, the Open Molecules 2025 dataset).

## Properties
LUMO energy: 0.709 eV
HOMO: -9.94 eV
Total energy: -9879.2455 eV
Structure (SMILES): C[C@@H](CO)NC=O
HOMO-LUMO gap: 10.64 eV
Energy above the lowest of the compared OMol25 structures with the same formula, charge and spin: 18.8 kcal/mol

```
16
Properties=species:S:1:pos:R:3:forces:R:3:nbo_charge:R:1
C -0.538615 -0.521619 1.704324 0.01 -0.01 0.08 -0.61
C -0.255708 0.310919 0.455065 0.03 0.08 0.06 -0.08
C 1.253372 0.499085 0.263973 -0.07 -0.21 0.30 -0.07
O 1.599499 1.532011 -0.610464 0.02 0.01 -0.20 -0.73
N -0.920998 -0.357734 -0.673107 -0.04 -0.02 -0.10 -0.60
C -0.585675 -0.411719 -1.979131 0.13 0.03 -0.10 0.54
O 0.408186 0.052468 -2.518454 -0.30 -0.12 0.21 -0.64
H -1.613810 -0.677503 1.853676 0.15 0.04 -0.06 0.21
H -0.153952 -0.018252 2.595825 -0.05 -0.05 -0.13 0.22
H -0.061584 -1.505574 1.627807 -0.05 0.15 0.00 0.21
H -0.686899 1.314515 0.570490 0.04 -0.12 -0.01 0.20
H 1.653257 0.774437 1.246103 -0.02 -0.07 -0.11 0.18
H 1.701569 -0.467443 -0.020128 -0.04 0.15 0.00 0.17
H 1.356487 1.213237 -1.499933 0.03 0.08 0.08 0.50
H -1.816606 -0.767624 -0.451261 0.09 0.00 -0.06 0.39
H -1.338523 -0.969205 -2.564785 0.08 0.06 0.05 0.12
```
Forces are in eV/Å.